This record from the Open Molecules 2025 dataset describes a structure of composition C50H35Cl5F3N5O3PS2SbSeTc at a distorted geometry. The level of theory is ωB97M-V with the def2-TZVPD basis set.

Geometry as XYZ:
```
107
Properties=species:S:1:pos:R:3
Tc 0.5865 -0.8044 0.4389
Cl 0.6042 2.7748 6.9251
C 0.5893 2.3643 5.2560
C -0.6101 2.1016 4.6053
Cl -2.0913 2.2631 5.4596
C -0.6242 1.7314 3.2658
Cl -2.1433 1.5298 2.4980
C 0.5727 1.5798 2.5148
O 0.5862 1.1355 1.2804
C 1.7521 2.0020 3.1765
Cl 3.1875 2.1501 2.2395
C 1.7667 2.3548 4.5170
Cl 3.2476 2.7849 5.2755
N 0.0701 -2.4869 -2.1060
P 0.4567 -2.9508 -0.5052
C 1.7769 -4.1930 -0.7433
C 3.0476 -4.0235 -0.2102
C 4.0089 -5.0117 -0.3754
C 3.6965 -6.1746 -1.0589
C 2.4285 -6.3489 -1.6001
C 1.4703 -5.3640 -1.4413
C -0.8742 -4.0603 0.0270
C -2.1598 -4.0212 -0.4990
C -3.1571 -4.8045 0.0627
C -2.8765 -5.6189 1.1489
C -1.5928 -5.6592 1.6763
C -0.5936 -4.8786 1.1209
C 0.3391 -1.1992 -2.5197
C 0.3808 -0.8478 -3.8643
C 0.7238 0.4451 -4.2150
C 1.0330 1.3605 -3.2189
C 0.9391 0.9565 -1.9063
N 0.5717 -0.2863 -1.5524
H -0.1500 -3.1557 -2.8269
H 3.2884 -3.1245 0.3359
H 4.9994 -4.8705 0.0354
H 4.4396 -6.9534 -1.1712
H 2.1822 -7.2580 -2.1334
H 0.4701 -5.5010 -1.8369
H -2.3852 -3.3619 -1.3277
H -4.1611 -4.7655 -0.3390
H -3.6629 -6.2077 1.6026
H -1.3683 -6.2999 2.5188
H 0.4051 -4.8850 1.5435
H 0.1450 -1.5898 -4.6150
H 0.7636 0.7305 -5.2574
H 1.3332 2.3726 -3.4442
H 1.1791 1.6207 -1.0887
N 6.1219 -4.2861 -3.8528
C 5.6718 -3.2873 -3.0144
C 4.4310 -2.6760 -3.2334
C 3.9656 -1.7089 -2.3671
C 4.7229 -1.3530 -1.2598
C 5.9543 -1.9455 -1.0285
C 6.4281 -2.9078 -1.8995
S 4.1423 -0.1039 -0.1486
O 5.1601 0.0823 0.8502
O 3.7063 1.0034 -0.9497
N 2.8059 -0.7663 0.5254
C 2.7492 -1.1872 1.7980
S 4.0133 -1.5217 2.9376
C 2.8045 -2.1060 4.0472
C 1.5686 -2.0029 3.5262
N 1.5298 -1.4803 2.2545
H 5.7055 -4.3464 -4.7653
H 7.1027 -4.5017 -3.8185
H 3.8434 -2.9623 -4.0980
H 3.0254 -1.2005 -2.5497
H 6.5374 -1.6266 -0.1748
H 7.3942 -3.3684 -1.7304
H 3.0827 -2.4404 5.0319
H 0.6470 -2.2757 4.0168
F -5.6185 7.3568 -3.9160
C -4.9479 6.4643 -3.1570
C -3.8700 6.8970 -2.4122
C -3.1758 5.9668 -1.6500
C -3.5554 4.6282 -1.6252
C -4.6519 4.2322 -2.3865
C -5.3588 5.1459 -3.1549
Sb -2.3821 3.1322 -0.5507
C -1.7802 4.5347 0.9710
C -0.4246 4.5659 1.2859
C 0.0651 5.4098 2.2733
C -0.8280 6.2267 2.9353
F -0.3717 7.0529 3.8950
C -2.1747 6.2509 2.6231
C -2.6439 5.4062 1.6287
C -4.2108 2.2641 0.2018
C -4.9298 2.7214 1.2992
C -6.1327 2.1277 1.6565
C -6.6060 1.0787 0.8934
F -7.7843 0.5109 1.2219
C -5.9088 0.5864 -0.1909
C -4.7039 1.1865 -0.5280
H -3.5805 7.9393 -2.4333
H -2.3325 6.2979 -1.0551
H -4.9760 3.1981 -2.3729
H -6.2137 4.8488 -3.7478
H 0.2681 3.9256 0.7537
H 1.1182 5.4387 2.5228
H -2.8346 6.9293 3.1474
H -3.6893 5.4491 1.3470
H -4.5497 3.5344 1.9039
H -6.6991 2.4634 2.5150
H -6.2980 -0.2549 -0.7489
H -4.1329 0.7924 -1.3616
Se -1.7903 -0.8904 0.4506
```

Values from the calculation:
HOMO-LUMO gap (spin up / spin down) = 7.5 / 6.7 eV
strongest force on any atom = 0.025 hartree/bohr
HOMO level (spin up / spin down) = -7.53 / -7.80 eV
energy relative to the best compared isomer or geometry (same formula, charge and spin) = 0.0000 eV
LUMO energy (spin up / spin down) = 0.00 / -1.09 eV
energy = -8886.69695 hartree
multiplicity = 4

Atom charges from the Löwdin analysis, given in e for atoms 1 to 6:
1. Tc 0.9537
2. Cl 0.6723
3. C -0.7240
4. C -0.7088
5. Cl 0.6870
6. C -0.5828

This record from the Open Molecules 2025 dataset describes a structure of composition C3H3O2Pm at a distorted geometry. The level of theory is ωB97M-V with the def2-TZVPD basis set.

Geometry as XYZ:
```
9
Properties=species:S:1:pos:R:3
O 0.9114 -0.2407 -0.4947
C -1.2453 0.1228 0.8013
C 1.3633 0.8394 0.3808
C 0.0313 0.3509 0.5319
H -2.6601 -0.8554 -0.0990
H 1.5510 1.7796 -0.1465
H 2.1550 0.5285 1.0686
O -1.6889 -0.8780 -0.1335
Pm -0.4177 -1.6472 -1.9089
```

Values from the calculation:
HOMO-LUMO gap (spin up / spin down) = 5.9 / 6.0 eV
strongest force on any atom = 0.041 hartree/bohr
HOMO level (spin up / spin down) = -11.33 / -11.33 eV
total charge = +1
energy relative to the best compared isomer or geometry (same formula, charge and spin) = 0.0000 eV
LUMO energy (spin up / spin down) = -5.40 / -5.37 eV
energy = -874.51354 hartree
multiplicity = 6

Atom charges from the Löwdin analysis, given in e for atoms 1 to 6:
1. O -0.3171
2. C -0.0930
3. C -0.0496
4. C -0.3119
5. H 0.0999
6. H 0.1295

This record from the Open Molecules 2025 dataset describes the ion C6H8N with charge +1 at a distorted geometry. The level of theory is ωB97M-V with the def2-TZVPD basis set.

Geometry as XYZ:
```
15
Properties=species:S:1:pos:R:3
C -3.0222 -0.0253 -0.2406
C -1.8147 0.7396 -0.0502
C -0.9763 1.5032 0.3782
C 0.2965 2.1078 0.1925
N 1.2317 1.3167 -0.1385
C 1.8133 0.3017 -0.5448
C 2.4801 -0.6915 0.3273
H -2.8826 -0.6426 -1.2355
H -3.7500 0.7577 -0.2886
H -2.9814 -0.7606 0.6287
H 0.5543 3.2270 0.2990
H 1.8963 0.1493 -1.5728
H 2.2811 -0.5861 1.4338
H 3.5503 -0.8761 -0.0296
H 1.7368 -1.6024 0.2864
```

Values from the calculation:
HOMO-LUMO gap = 9.8 eV
strongest force on any atom = 0.063 hartree/bohr
HOMO level = -14.52 eV
total charge = +1
energy relative to the best compared isomer or geometry (same formula, charge and spin) = 4.7181 eV
LUMO energy = -4.76 eV
energy = -287.78285 hartree
SMILES = CC#CC=[N+]=CC

Atom charges from the Löwdin analysis, given in e for atoms 1 to 6:
1. C -0.0531
2. C -0.0545
3. C 0.0423
4. C -0.0236
5. N 0.1453
6. C -0.0866

This record from the Open Molecules 2025 dataset describes a structure of composition C5H9N4 at a distorted geometry. The level of theory is ωB97M-V with the def2-TZVPD basis set.

Geometry as XYZ:
```
18
Properties=species:S:1:pos:R:3
C -0.0642 -1.8941 -0.4444
C -2.9525 1.6024 0.4660
C 2.4682 -0.2567 -0.5033
C -0.0768 0.1405 0.2900
C -1.4067 -0.1657 0.2497
N 2.4584 0.9588 0.0915
N -2.4360 0.5448 0.6397
N -1.2937 -1.6036 -0.0337
N 0.6970 -0.7958 -0.2651
H 0.0242 -2.8627 -0.8493
H -3.7713 1.9199 1.0461
H -2.6672 2.3620 -0.2690
H 2.5977 -0.3250 -1.5301
H 0.2834 1.1636 0.4079
H 2.3997 0.9269 1.2123
H 2.9179 1.6579 -0.3089
H -2.1539 -2.0754 -0.2837
H 2.9759 -1.2977 0.0843
```

Values from the calculation:
HOMO-LUMO gap = 9.1 eV
strongest force on any atom = 0.140 hartree/bohr
HOMO level = -12.05 eV
total charge = +1
energy relative to the best compared isomer or geometry (same formula, charge and spin) = 4.0125 eV
LUMO energy = -2.93 eV
energy = -414.58635 hartree

Atom charges from the Löwdin analysis, given in e for atoms 1 to 6:
1. C -0.0768
2. C 0.0149
3. C -0.0626
4. C -0.0817
5. C -0.2248
6. N 0.0365

Q: The highest energy belongs to which entry?
A: C6H8N